#i
15
Properties=species:S:1:pos:R:3:mulliken_charge:R:1 method="wB97M-V/def2-TZVPD" homo_ev=-9.62 orbital_gap_ev=10.0 charge=0 e_lumo_ev=0.351
S -1.31 -3.49 -1.51 -0.254
O 1.39 -1.11 1.66 -0.631
O -0.03 2.37 0.54 -0.688
O -1.23 0.01 1.43 -0.712
O 0.78 1.08 -2.44 -0.628
H 0.27 1.68 -2.99 0.315
H 0.59 -0.56 1.60 0.365
H 1.65 1.48 -2.38 0.312
H -1.21 0.86 0.97 0.390
H -0.07 2.79 1.41 0.329
H 2.00 -0.61 2.21 0.308
H -0.24 -3.32 -0.73 0.158
H -1.66 -0.70 0.95 0.302
H 0.71 1.75 0.52 0.343
H -1.66 -2.23 -1.27 0.091


#ii
15
Properties=species:S:1:pos:R:3:mulliken_charge:R:1 method="wB97M-V/def2-TZVPD" homo_ev=-10.18 orbital_gap_ev=10.3 charge=0 e_lumo_ev=0.116
S 0.66 -0.57 -2.74 -0.276
O -1.93 3.28 -0.79 -0.638
O -1.87 1.03 3.38 -0.643
O -1.07 -2.29 0.52 -0.631
O 2.94 -2.11 0.26 -0.617
H -0.92 1.22 3.35 0.308
H -0.76 -3.14 0.95 0.329
H 3.17 -1.85 -0.69 0.311
H -0.34 -1.92 0.04 0.306
H 0.79 0.44 -1.92 0.134
H 3.72 -1.60 0.53 0.312
H -2.04 0.37 2.69 0.333
H -1.59 3.79 -1.56 0.321
H -1.03 3.12 -0.28 0.318
H 0.26 0.22 -3.74 0.134


It is #ii that is the least stable of them.


#i
7
Properties=species:S:1:pos:R:3:mulliken_charge:R:1 method="wB97M-V/def2-TZVPD" homo_ev="-8.01 / -8.72" orbital_gap_ev="7.2 / 7.9" charge=0 e_lumo_ev="-0.857 / -0.859"
Cl 2.49 -0.40 -0.08 -0.081
C -0.76 -0.56 0.00 -0.631
C 1.28 0.75 0.08 -0.204
C -0.04 0.61 -0.15 0.046
H -1.89 -0.40 0.12 0.198
H -0.47 1.58 -0.23 0.345
H -0.61 -1.58 0.26 0.327


#ii
7
Properties=species:S:1:pos:R:3:mulliken_charge:R:1 method="wB97M-V/def2-TZVPD" homo_ev="-8.32 / -8.68" orbital_gap_ev="8.4 / 8.8" charge=0 e_lumo_ev="0.094 / 0.099"
Cl 1.93 -0.96 -0.34 -0.100
C -0.53 0.46 -0.67 -0.231
C -0.11 0.85 0.52 -0.129
C 0.34 -0.45 0.06 -0.321
H -0.53 -2.19 0.72 0.074
H -1.07 0.67 -1.56 0.348
H -0.03 1.61 1.27 0.359


It is #ii that is the least stable of them.


#i
27
Properties=species:S:1:pos:R:3:mulliken_charge:R:1 method="wB97M-V/def2-TZVPD" homo_ev=-8.72 orbital_gap_ev=9.4 charge=0 e_lumo_ev=0.730
O -0.57 -1.82 1.41 -0.618
O 1.68 -0.07 0.68 -0.487
N -1.02 -0.31 -0.27 0.458
C 1.53 0.25 2.02 -0.708
C -0.32 -1.45 0.28 0.914
C 1.25 0.92 -0.78 0.065
C 1.08 2.32 -0.30 -1.056
C 0.26 -2.41 -0.74 -1.538
C -1.79 -0.52 -1.49 -1.192
C -1.76 0.46 0.72 -1.139
H 2.21 0.64 -1.19 0.367
H -1.15 -0.90 -2.29 0.412
H 0.77 -1.89 -1.55 0.347
H 0.98 -3.04 -0.22 0.366
H -1.25 0.46 1.67 0.284
H -2.62 -1.22 -1.35 0.320
H 0.60 0.66 -1.62 0.230
H 1.55 3.07 -0.95 0.374
H -2.21 0.43 -1.81 0.350
H -1.92 1.47 0.33 0.310
H 2.50 0.30 2.53 0.232
H 1.45 2.47 0.71 0.279
H 0.01 2.57 -0.29 0.179
H -2.73 0.02 0.93 0.367
H 0.99 -0.58 2.52 0.246
H -0.53 -3.03 -1.16 0.344
H 0.99 1.19 2.22 0.295


#ii
27
Properties=species:S:1:pos:R:3:mulliken_charge:R:1 method="wB97M-V/def2-TZVPD" homo_ev=-8.72 orbital_gap_ev=9.8 charge=0 e_lumo_ev=1.092
O 0.82 0.47 1.07 -0.340
O -1.02 0.19 -0.32 -0.335
N 0.74 -0.24 -2.61 -0.362
C 1.53 0.06 -3.82 -0.863
C 0.37 -0.19 -0.15 0.095
C 0.77 0.24 3.38 -1.160
C 1.19 -0.43 2.11 -0.183
C 1.25 0.28 -1.35 -0.799
C -1.95 -0.35 0.60 0.175
C -3.30 0.31 0.38 -1.341
H -1.62 -0.21 1.64 -0.038
H 2.28 -0.56 2.12 0.341
H 1.24 -0.23 4.24 0.392
H 2.28 -0.05 -1.16 0.356
H -2.08 -1.43 0.47 0.298
H -3.65 0.15 -0.68 0.278
H 1.24 1.38 -1.34 0.362
H 1.83 1.12 -3.80 0.325
H 2.43 -0.54 -3.86 0.271
H -0.31 0.26 3.54 0.273
H -4.00 -0.09 1.06 0.451
H -3.19 1.38 0.62 0.302
H 0.95 -0.16 -4.73 0.320
H -0.20 0.13 -2.74 0.244
H 0.46 -1.26 -0.07 0.378
H 1.16 1.26 3.41 0.272
H 0.77 -1.48 1.99 0.288


It is #i that is the least stable of them.


#i
27
Properties=species:S:1:pos:R:3:mulliken_charge:R:1 method="wB97M-V/def2-TZVPD" homo_ev=-8.60 orbital_gap_ev=8.9 charge=0 e_lumo_ev=0.333
O -3.90 -0.28 2.00 -0.683
O -1.00 -3.24 -1.09 -0.579
N -1.65 -0.43 -0.07 -0.464
C -1.17 0.48 -1.09 -0.803
C 1.71 2.18 -1.08 -1.183
C 1.72 -0.82 0.90 -1.050
C 0.29 0.21 -1.52 -0.769
C 1.85 1.46 1.83 -1.433
C 1.25 1.01 -0.66 0.742
C 1.58 0.48 0.70 0.859
H -3.40 -1.07 1.76 0.314
H 2.26 2.83 -0.41 0.258
H 1.56 2.55 -2.08 0.323
H -1.22 1.51 -0.72 0.346
H 1.71 2.51 1.58 0.416
H 2.83 1.28 2.24 0.322
H -0.98 -0.53 0.69 0.281
H -0.90 -3.57 -1.99 0.286
H 1.55 -1.59 0.15 0.252
H 1.17 1.25 2.67 0.304
H -1.83 0.39 -1.95 0.371
H -0.92 -3.98 -0.47 0.285
H -1.90 -1.32 -0.47 0.253
H 0.45 -0.86 -1.49 0.256
H 0.53 0.49 -2.56 0.421
H -3.59 0.29 1.27 0.351
H 2.01 -1.23 1.86 0.324


#ii
27
Properties=species:S:1:pos:R:3:mulliken_charge:R:1 method="wB97M-V/def2-TZVPD" homo_ev=-8.83 orbital_gap_ev=9.6 charge=0 e_lumo_ev=0.779
O 0.50 2.00 0.54 -0.602
O -0.95 1.05 -1.85 -0.528
N 1.95 -1.43 0.66 -0.735
C -1.68 0.71 1.84 -1.531
C -0.50 -0.09 1.30 0.322
C -1.75 0.17 -1.73 0.240
C 2.07 0.31 -1.01 -1.506
C -1.54 -1.25 -2.14 -1.052
C 0.76 0.77 1.17 -0.218
C 1.96 0.01 0.49 0.449
H 2.88 0.37 0.96 0.366
H -2.76 0.37 -1.32 0.383
H 2.88 -0.29 -1.42 0.445
H -1.44 1.12 2.82 0.421
H -1.88 -1.93 -1.35 0.292
H 2.28 1.36 -1.17 0.369
H -0.77 -0.50 0.33 -0.398
H -0.50 -1.45 -2.38 0.276
H -0.30 -0.92 1.98 0.396
H 0.15 1.83 -0.35 0.395
H 1.14 -1.84 0.22 0.239
H 1.08 1.05 2.19 0.432
H 1.93 -1.68 1.65 0.272
H -2.16 -1.45 -3.02 0.385
H 1.15 0.05 -1.53 0.179
H -1.91 1.54 1.18 0.298
H -2.56 0.08 1.94 0.409


It is #i that is the least stable of them.


#i
17
Properties=species:S:1:pos:R:3:mulliken_charge:R:1 method="wB97M-V/def2-TZVPD" homo_ev=-8.26 orbital_gap_ev=8.9 charge=0 e_lumo_ev=0.616
S 2.27 -0.07 -1.93 -0.143
S 0.42 2.85 0.38 -0.393
N 1.13 1.12 -1.49 -0.286
N -0.03 -0.97 -0.23 -0.329
N 0.29 0.19 0.48 0.172
C 0.63 1.30 -0.21 0.314
C -0.13 0.30 1.88 -1.178
C -1.47 -1.20 -0.30 -0.850
H -1.93 -0.35 -0.83 0.291
H -1.15 0.72 1.96 0.363
H -1.98 -1.29 0.67 0.292
H 1.28 2.02 -1.97 0.298
H 1.44 -0.95 -2.43 0.115
H -1.64 -2.11 -0.92 0.331
H 0.45 -1.76 0.20 0.222
H -0.13 -0.71 2.32 0.342
H 0.55 0.91 2.41 0.441


#ii
17
Properties=species:S:1:pos:R:3:mulliken_charge:R:1 method="wB97M-V/def2-TZVPD" homo_ev=-8.12 orbital_gap_ev=8.7 charge=0 e_lumo_ev=0.578
S -1.74 -0.30 0.71 -0.138
S -0.54 2.65 1.07 -0.166
N 0.16 1.53 0.01 -0.493
N 0.15 -1.79 -1.13 -0.689
N 0.11 -0.40 -1.21 0.248
C -0.30 0.36 -0.17 0.430
C 1.18 0.11 -2.06 -0.852
C -1.00 -0.53 2.34 -0.666
H 0.62 -2.09 -0.29 0.221
H 0.43 3.60 0.94 0.152
H -1.84 -0.81 2.99 0.285
H 2.11 0.24 -1.54 0.322
H 0.88 1.13 -2.39 0.329
H -0.43 0.37 2.63 0.277
H -0.80 -2.15 -1.13 0.275
H 1.34 -0.53 -2.96 0.254
H -0.31 -1.39 2.20 0.214


It is #ii that is the least stable of them.


#i
7
Properties=species:S:1:pos:R:3:mulliken_charge:R:1 method="wB97M-V/def2-TZVPD" homo_ev=-11.44 orbital_gap_ev=11.6 charge=0 e_lumo_ev=0.131
Cl -1.21 -0.61 1.54 -0.155
O -0.39 0.63 -0.67 -0.217
N 0.71 -1.28 -2.14 -0.256
C 0.14 -0.52 -1.54 0.297
C -0.10 0.44 0.68 -0.245
H -0.16 1.27 1.26 0.296
H 1.01 0.07 0.86 0.280


#ii
7
Properties=species:S:1:pos:R:3:mulliken_charge:R:1 method="wB97M-V/def2-TZVPD" homo_ev="-9.23 / -8.55" orbital_gap_ev="7.9 / 6.7" charge=0 e_lumo_ev="-1.293 / -1.868"
Cl 1.97 -0.20 0.02 -0.209
O -1.69 -0.87 0.01 -0.404
N -0.49 -0.92 0.00 0.193
C -0.41 1.32 0.00 -0.627
C 0.29 0.19 -0.10 0.559
H 0.16 2.18 0.11 0.268
H 0.16 -1.71 -0.03 0.220


#iii
7
Properties=species:S:1:pos:R:3:mulliken_charge:R:1 method="wB97M-V/def2-TZVPD" homo_ev="-9.15 / -9.14" orbital_gap_ev="8.1 / 8.1" charge=0 e_lumo_ev="-1.037 / -1.040"
Cl 1.83 -2.20 0.14 -0.263
O -1.72 1.23 0.01 -0.040
N -1.88 -0.19 -0.35 -0.357
C -0.61 0.08 -0.34 0.414
C -0.37 1.39 -0.57 -0.263
H 0.12 2.13 -0.13 0.239
H 2.63 -2.44 1.24 0.269


It is #iii that is the least stable of them.